[1]
The following is a DFT calculation (wB97M-V/def2-TZVPD) of a molecular structure, C6H7NO4Sm in a non-equilibrium geometry.

The geometry in XYZ format:
```
19
Properties=species:S:1:pos:R:3:mulliken_spin:R:1
Sm 0.264 0.023 -0.013 5.05
C -1.423 -1.732 0.886 0.00
O -2.111 -2.538 1.342 0.00
C -1.996 0.753 -0.908 -0.01
O -3.024 1.081 -1.323 0.00
C 0.424 -1.448 -2.088 -0.01
O 0.457 -2.149 -3.006 0.00
C -0.510 1.468 1.938 -0.01
O -0.805 2.045 2.897 0.00
C 2.017 1.591 -0.693 -0.01
H 2.424 2.025 0.241 0.00
H 2.724 0.960 -1.267 0.00
C 0.831 2.048 -1.256 0.00
H 0.533 1.807 -2.295 0.00
H 0.218 2.846 -0.794 0.00
N 1.644 -0.826 1.946 -0.01
H 2.285 -0.098 2.291 0.00
H 2.218 -1.652 1.762 0.00
H 1.005 -1.062 2.712 0.00
```

For the max |F|, the calculation gives 0.131 Eh/bohr. The multiplicity is 6. The calculation puts the LUMO energy (alpha / beta) at -15.1 / -14.4 eV. Its total charge is +3.


[2]
The following is a DFT calculation (wB97M-V/def2-TZVPD) of 2 unconnected molecules or ions with the total composition C6H7NO7S in a non-equilibrium geometry.

The geometry in XYZ format:
```
22
Properties=species:S:1:pos:R:3:nbo_charge:R:1
C 3.348 -3.427 -0.487 -0.18
C 4.309 0.554 1.205 0.70
C -1.119 0.496 -0.811 -0.28
C 0.154 -0.034 1.117 -0.10
C 1.074 -1.077 0.471 -0.15
C 3.255 -0.187 0.373 0.29
N 2.672 -4.289 -0.070 -0.80
O 3.618 1.499 1.625 -0.63
O 1.709 1.728 -0.668 -1.01
O 5.469 0.240 1.371 -0.66
O 2.264 -0.157 -2.067 -0.99
O 3.988 1.475 -1.514 -0.97
O -1.134 0.019 0.526 -0.56
O 2.390 -0.948 0.997 -0.39
S 2.775 0.803 -1.084 2.33
H -0.245 1.130 -0.987 0.24
H -2.039 1.068 -0.956 0.15
H -1.096 -0.336 -1.524 0.16
H 0.653 0.940 1.030 0.22
H -0.021 -0.271 2.172 0.16
H 1.109 -0.938 -0.613 0.25
H 0.763 -2.098 0.711 0.22
```

For the max |F|, the calculation gives 0.067 Eh/bohr. The calculation puts the LUMO energy at 5.4 eV. The value obtained for the energy above the lowest of the compared OMol25 structures with the same formula, charge and spin is 0.497 eV. Its total charge is -2.


[3]
The following is a DFT calculation (wB97M-V/def2-TZVPD) of a single C6H7NS molecule in a non-equilibrium geometry.

The geometry in XYZ format:
```
15
Properties=species:S:1:pos:R:3:nbo_charge:R:1
N -3.212 -0.540 -0.254 -0.33
C -2.059 -0.651 -0.495 0.29
C -0.539 -0.460 -0.639 -0.33
C 0.065 0.855 -0.278 -0.21
C 1.575 0.630 -0.604 -0.55
S 1.827 -1.077 -0.139 0.23
C 0.163 -1.052 0.533 -0.33
C -0.187 0.385 1.222 -0.39
H -0.194 -0.845 -1.527 0.23
H -0.509 1.675 -0.590 0.23
H 1.751 0.716 -1.679 0.23
H 2.123 1.416 -0.024 0.23
H -0.158 -2.062 1.027 0.25
H 0.546 0.729 1.862 0.21
H -1.193 0.282 1.587 0.24
```

For the max |F|, the calculation gives 0.077 Eh/bohr. The calculation puts the LUMO energy at 0.7 eV. Its SMILES is N#C[C@H]1[C@@H]2CS[C@H]1C2. The value obtained for the energy above the lowest of the compared OMol25 structures with the same formula, charge and spin is 2.360 eV.


[4]
The following is a DFT calculation (wB97M-V/def2-TZVPD) of a single C6H7NS molecule in a non-equilibrium geometry.

The geometry in XYZ format:
```
15
Properties=species:S:1:pos:R:3:nbo_charge:R:1
C 1.355 2.641 0.248 -0.16
C 1.409 1.236 0.234 -0.05
C 0.879 0.037 0.786 -0.32
N -0.541 -0.244 0.253 -0.43
C -0.800 -0.799 -1.051 -0.02
C 0.301 -1.192 -1.923 -0.48
C -1.578 -0.181 1.185 -0.09
S -3.157 -0.568 0.828 -0.13
H 1.625 3.688 0.156 0.25
H 1.522 -0.879 0.550 0.24
H 0.752 0.097 2.009 0.25
H -1.896 -0.884 -1.206 0.26
H 1.376 -1.175 -1.361 0.20
H 0.261 -1.758 -3.009 0.25
H -1.509 -0.020 2.303 0.24
```

For the max |F|, the calculation gives 0.256 Eh/bohr. The calculation puts the LUMO energy at 0.0 eV. Its SMILES is C#CCN(C=C)C=S. The value obtained for the energy above the lowest of the compared OMol25 structures with the same formula, charge and spin is 6.653 eV.


[5]
The following is a DFT calculation (wB97M-V/def2-TZVPD) of a molecular structure, C6H7O10Zr in a non-equilibrium geometry.

The geometry in XYZ format:
```
24
Properties=species:S:1:pos:R:3:nbo_charge:R:1
Zr -0.463 1.257 -0.757 2.44
C 0.416 -1.363 2.754 -0.60
C 0.669 -1.228 1.273 0.15
C 0.926 -2.619 0.539 -0.65
O -0.254 -0.384 0.744 -0.87
H 1.232 -1.866 3.298 0.14
H -0.445 -2.006 2.978 0.17
H 0.257 -0.458 3.340 0.21
H 1.702 -0.840 1.217 0.10
H 1.947 -2.953 0.748 0.16
H 0.839 -2.548 -0.548 0.25
H 0.188 -3.406 0.740 0.16
C -2.995 1.219 -1.149 0.85
O -2.332 0.141 -1.422 -0.79
O -2.336 2.074 -1.837 -0.80
O -2.613 1.508 0.044 -0.80
C 0.563 0.358 -3.318 0.89
O -0.320 0.258 -4.242 -0.73
O 0.272 -0.313 -2.252 -0.86
O 0.620 1.492 -2.641 -0.87
C 0.700 3.249 0.325 0.85
O 0.467 3.519 -0.881 -0.72
O -0.389 2.812 0.825 -0.80
O 1.347 2.096 0.221 -0.87
```

For the max |F|, the calculation gives 0.238 Eh/bohr. The calculation puts the LUMO energy at 7.8 eV. Its total charge is -3.


[6]
The following is a DFT calculation (wB97M-V/def2-TZVPD) of 2 unconnected molecules or ions with the total composition C6H8 in a non-equilibrium geometry.

The geometry in XYZ format:
```
14
Properties=species:S:1:pos:R:3:nbo_charge:R:1
C -2.287 2.591 0.171 0.24
C -0.428 -1.007 -0.038 -0.06
C -1.065 2.704 0.563 -0.81
C 0.768 -0.892 -0.325 -0.02
C -1.779 -1.503 0.173 -0.69
C 2.190 -0.266 -0.430 -0.67
H -0.943 3.751 0.845 0.29
H -0.249 2.037 0.479 0.28
H -1.965 -2.618 0.080 0.25
H -2.403 -0.923 -0.562 0.24
H -2.114 -1.046 1.116 0.24
H 2.822 -1.037 -0.045 0.24
H 2.106 0.662 0.121 0.23
H 2.142 -0.090 -1.572 0.24
```

For the max |F|, the calculation gives 0.096 Eh/bohr. The calculation puts the LUMO energy at -0.2 eV. The value obtained for the energy above the lowest of the compared OMol25 structures with the same formula, charge and spin is 5.710 eV.


[7]
The following is a DFT calculation (wB97M-V/def2-TZVPD) of a molecular structure, C6H8 in a non-equilibrium geometry.

The geometry in XYZ format:
```
14
Properties=species:S:1:pos:R:3:nbo_charge:R:1
C 1.913 -1.868 -0.528 -0.24
C 1.426 -0.835 -0.209 -0.02
C -0.487 0.138 -1.967 -0.41
C -0.272 0.813 -0.835 -0.21
C -0.175 0.107 1.821 -0.53
C 0.775 0.379 0.038 -0.30
H 2.188 -2.877 -0.393 0.23
H -1.393 0.383 -2.478 0.20
H 0.030 -0.846 -1.962 0.22
H -0.939 1.651 -0.636 0.21
H -1.052 -0.432 1.601 0.20
H 0.556 -0.511 2.497 0.21
H -0.227 1.130 2.034 0.19
H 1.437 1.274 0.368 0.24
```

For the max |F|, the calculation gives 0.119 Eh/bohr. The calculation puts the LUMO energy at 0.9 eV. The value obtained for the energy above the lowest of the compared OMol25 structures with the same formula, charge and spin is 3.949 eV.


[8]
The following is a DFT calculation (wB97M-V/def2-TZVPD) of a single C6H8 molecule in a non-equilibrium geometry.

The geometry in XYZ format:
```
14
Properties=species:S:1:pos:R:3:nbo_charge:R:1
C 1.544 1.283 0.658 -0.65
C 0.557 0.128 0.613 -0.20
C 0.219 -0.771 -0.901 -0.25
C -1.016 -1.401 -0.306 -0.24
C -2.007 -0.286 -0.530 -0.36
C -0.613 0.130 -0.142 -0.07
H 1.214 1.871 -0.256 0.21
H 2.696 1.051 0.427 0.22
H 1.637 1.904 1.623 0.23
H 0.721 -0.663 1.394 0.20
H 1.018 -0.828 -1.730 0.25
H -0.862 -2.158 0.519 0.22
H -2.353 -0.198 -1.616 0.22
H -2.754 -0.062 0.247 0.22
```

For the max |F|, the calculation gives 0.089 Eh/bohr. The calculation puts the LUMO energy at 1.2 eV. Its SMILES is C[C@@H]1[C@H]2[C@@H]3C[C@@]213. The value obtained for the energy above the lowest of the compared OMol25 structures with the same formula, charge and spin is 5.437 eV.


- Among the records above, which one has the lowest max |F|?
  C6H7NO7S